No. 1
Density functional theory data (ωB97M-V with the def2-TZVPD basis set) for the molecule C3H6O2.

Structure (XYZ):
```
11
Properties=species:S:1:pos:R:3:forces:R:3
O 1.6288 0.1297 -0.2077 0.02 0.06 -0.91
O -0.6758 0.7553 -1.2626 1.41 -1.53 0.04
C -0.3540 -1.1487 0.3867 -0.04 0.17 -0.41
C 0.2729 0.1100 -0.1328 -1.52 1.20 -0.53
C -0.3965 1.4166 -0.0902 0.52 -0.12 2.02
H -1.4237 -0.9982 0.5119 0.04 -0.03 0.15
H -0.2300 -1.9387 -0.3561 0.05 -0.11 0.03
H -1.1711 1.4932 0.6901 -0.11 0.32 -0.57
H 1.9647 -0.6432 -0.6815 -0.10 -0.01 0.07
H 0.2621 2.2843 -0.1731 -0.19 0.01 0.06
H 0.1226 -1.4603 1.3153 -0.07 0.05 0.05
```
Positions in Å, forces in eV/Å.

For the gap between HOMO and LUMO, the calculation gives 10.880 eV. The total energy is -7301.6132 eV. Its spin multiplicity is 1. The value obtained for the largest force on an atom is 2.1 eV Å⁻¹. The LUMO energy is 0.8 eV.

Partial atomic charges computed with the Löwdin method, in multiples of e: 0.07 -0.04 0.00 -0.47 -0.20 0.09 0.09 0.12 0.12 0.12 0.09

No. 2
Density functional theory data (ωB97M-V with the def2-TZVPD basis set) for the molecule C5H8O.

Structure (XYZ):
```
14
Properties=species:S:1:pos:R:3:forces:R:3
O -1.7462 -0.4579 -0.7351 -0.29 -0.55 -0.28
C -1.1130 -1.0107 0.4299 -0.17 -0.21 0.34
C 0.7156 0.6195 -1.2680 0.69 0.63 0.93
C -0.4224 0.0217 1.2731 0.19 0.01 -0.53
C -0.6490 -1.1485 -0.9800 -1.20 -1.06 -0.06
C 0.8279 0.3020 0.4167 0.15 0.27 -0.90
H -1.5789 -1.9023 0.8350 -0.31 0.25 0.20
H -0.1957 -0.3806 2.2793 0.25 0.14 -0.61
H 0.5366 1.6864 -1.2258 0.49 0.50 -0.17
H 1.7173 0.3421 -1.5933 0.20 0.53 0.05
H 1.5134 -0.5441 0.5795 -0.20 0.32 -0.36
H -1.0556 0.9061 1.4542 0.12 -0.26 -0.30
H 1.3400 1.2206 0.6980 0.10 -0.12 0.23
H 0.1100 0.3457 -2.1638 -0.03 -0.44 1.46
```
Positions in Å, forces in eV/Å.

For the gap between HOMO and LUMO, the calculation gives 9.703 eV. The total energy is -7356.9025 eV. Its spin multiplicity is 1. The value obtained for the largest force on an atom is 1.6 eV Å⁻¹. The LUMO energy is 1.0 eV.

Partial atomic charges computed with the Löwdin method, in multiples of e: -0.01 -0.31 -0.11 -0.16 0.01 -0.17 0.13 0.12 0.06 0.07 0.11 0.12 0.09 0.07

No. 3
Density functional theory data (ωB97M-V with the def2-TZVPD basis set) for a cluster of 2 separate species, C4H6S in total.

Structure (XYZ):
```
11
Properties=species:S:1:pos:R:3:forces:R:3
S -2.5554 0.5702 0.9409 -0.18 -0.87 -0.70
C -1.6390 -0.0057 -0.2639 0.93 0.65 -0.20
C 1.7685 1.4519 0.2644 -0.08 0.46 0.19
C 2.7662 1.0391 -0.2483 -0.01 0.18 -0.82
C -0.7312 -1.1554 -0.4735 1.20 -0.64 -0.24
H -0.6712 -1.5666 -1.5267 -0.87 0.54 0.94
H -2.9373 -0.3989 1.8845 0.55 0.01 -0.02
H 0.9352 1.9735 0.6759 -0.07 -0.32 0.17
H 3.5249 0.8350 -0.9719 0.16 -0.31 0.45
H 0.3619 -0.7174 -0.5238 -1.97 -0.53 0.82
H -0.8226 -2.0258 0.2425 0.34 0.83 -0.59
```
Positions in Å, forces in eV/Å.

For the gap between HOMO and LUMO, the calculation gives 8.181 eV. The total energy is -15074.8262 eV. Its spin multiplicity is 1. The value obtained for the largest force on an atom is 2.2 eV Å⁻¹. The LUMO energy is 0.1 eV.

Partial atomic charges computed with the Löwdin method, in multiples of e: 0.74 -0.63 -0.02 -0.01 -0.24 0.08 -0.13 0.02 0.02 0.08 0.07

No. 4
Density functional theory data (ωB97M-V with the def2-TZVPD basis set) for a structure of composition C9H11LuO6.

Structure (XYZ):
```
27
Properties=species:S:1:pos:R:3:forces:R:3
Lu -1.1870 -0.2900 -0.0783 -0.45 0.57 0.44
O -2.3180 2.1675 2.1184 0.99 -3.54 -3.08
O 0.8849 -0.0155 -0.2883 0.41 0.26 -0.46
O -3.0393 -3.2560 0.9760 1.34 1.08 -1.01
O -4.4927 -0.6595 1.0377 1.53 -0.59 0.15
O -4.8680 2.9288 -3.6483 0.66 -1.53 2.05
O -1.5072 -1.3972 3.2232 1.15 1.37 -3.19
C 1.4993 1.2199 -0.8536 0.27 0.20 0.16
C 1.8344 -1.0773 0.1186 0.55 -0.04 0.12
C 2.2853 1.9712 0.1948 0.07 -0.10 0.21
C -2.5646 -2.2454 0.5401 -1.28 -0.84 0.24
C -2.0095 1.3552 1.3556 -1.01 4.86 3.47
C 2.9089 -1.3119 -0.9234 -0.15 -0.04 -0.04
C -4.5535 2.2685 -2.7715 -0.59 1.50 -2.00
C -3.3604 -0.8429 0.7818 -0.98 0.10 -1.45
C -1.2088 -0.9902 2.1844 -0.47 -1.43 3.78
H 3.4875 -2.1982 -0.6567 -0.10 0.03 0.07
H 2.1085 0.9067 -1.7039 -0.23 0.13 0.09
H 1.6531 2.2477 1.0520 0.22 -0.03 -0.25
H 0.6548 1.8171 -1.2125 -0.05 -0.06 -0.09
H 3.1328 1.3759 0.5528 -0.16 0.13 -0.02
H 3.6091 -0.4787 -0.9849 -0.01 -0.07 0.08
H 2.7077 2.8856 -0.2396 -0.20 -0.18 0.03
H 2.2485 -0.7767 1.0831 -0.05 -0.04 -0.08
H -1.5961 -2.1588 -0.2178 -1.51 -1.65 0.79
H 2.4793 -1.4802 -1.9129 0.00 -0.07 0.04
H 1.2110 -1.9657 0.2732 0.02 -0.03 -0.05
```
Positions in Å, forces in eV/Å.

For the gap between HOMO and LUMO (spin up / spin down), the calculation gives 5.719 / 6.650 eV. The total energy is -55394.0894 eV. Its spin multiplicity is 1. The value obtained for the largest force on an atom is 6.1 eV Å⁻¹. The charge is +2. The LUMO energy (spin up / spin down) is -10.0 / -9.9 eV.

Partial atomic charges computed with the Löwdin method, in multiples of e: 1.62 0.23 -0.43 0.19 0.23 0.04 0.22 -0.19 -0.19 -0.03 -0.39 -0.04 -0.04 -0.02 -0.31 -0.09 0.11 0.13 0.10 0.12 0.09 0.09 0.11 0.14 0.09 0.10 0.12